Computed, not measured: the molecule C23H42N4O4S, with ωB97M-V with the def2-TZVPD basis set.

Last column: natural (NBO) charge in e.
Cartesian coordinates (Å):
C  -6.779  -3.889  1.447  -0.597
H  -7.085  -4.268  0.475  0.206
H  -7.632  -3.397  1.910  0.207
H  -6.490  -4.733  2.070  0.206
C  -5.613  -2.916  1.301  -0.218
C  -5.181  -2.367  2.662  -0.413
C  -3.981  -1.434  2.510  -0.226
N  -2.869  -2.076  1.835  -0.704
S  -1.936  -3.091  2.803  2.460
O  -1.684  -4.314  2.103  -0.950
O  -2.494  -3.149  4.118  -0.947
N  -0.470  -2.338  2.954  -0.680
C  -0.427  -1.129  3.744  -0.231
C  -0.684  0.126  2.913  -0.404
H  -1.701  0.119  2.523  0.232
H  -0.565  1.012  3.539  0.217
C  0.287  0.190  1.731  -0.317
C  -0.063  1.390  0.850  0.705
O  -1.196  1.841  0.838  -0.646
N  0.917  1.930  0.089  -0.442
C  2.261  1.441  -0.114  -0.208
H  2.488  0.624  0.567  0.210
C  2.447  0.981  -1.562  -0.430
H  3.472  0.632  -1.698  0.213
H  1.765  0.154  -1.768  0.199
C  2.154  2.155  -2.510  -0.053
N  2.367  1.895  -3.927  -0.448
C  3.751  2.025  -4.341  -0.225
H  3.806  1.719  -5.389  0.204
H  4.436  1.385  -3.761  0.177
C  4.252  3.467  -4.252  0.086
H  3.419  4.147  -4.494  0.173
C  5.449  3.755  -5.168  -0.420
H  5.142  3.974  -6.187  0.217
C  6.127  4.943  -4.479  -0.437
H  7.211  4.851  -4.488  0.214
C  5.566  4.896  -3.043  -0.066
H  4.978  5.799  -2.828  0.164
O  4.738  3.754  -2.950  -0.543
H  6.343  4.796  -2.282  0.188
H  5.859  5.882  -4.961  0.208
H  6.109  2.887  -5.175  0.204
C  1.772  0.674  -4.429  -0.411
H  2.318  -0.234  -4.132  0.164
H  1.755  0.719  -5.518  0.200
H  0.746  0.598  -4.079  0.202
C  0.727  2.645  -2.244  -0.404
H  0.505  3.496  -2.887  0.219
C  0.595  3.049  -0.778  -0.228
H  -0.426  3.358  -0.548  0.251
H  1.283  3.872  -0.554  0.185
H  0.004  1.857  -2.457  0.198
H  2.839  2.967  -2.250  0.225
H  2.960  2.263  0.089  0.195
H  1.305  0.275  2.120  0.204
C  0.140  -1.095  0.905  -0.406
C  0.382  -2.319  1.790  -0.229
H  0.186  -3.244  1.248  0.238
H  1.422  -2.328  2.137  0.194
H  0.846  -1.108  0.073  0.208
H  -0.873  -1.132  0.504  0.222
H  -1.174  -1.246  4.528  0.236
H  0.564  -1.073  4.211  0.194
C  -3.236  -2.623  0.544  -0.222
C  -4.411  -3.593  0.641  -0.421
H  -4.674  -3.947  -0.358  0.210
H  -4.095  -4.449  1.240  0.218
H  -2.360  -3.136  0.148  0.225
H  -3.488  -1.779  -0.110  0.200
H  -3.627  -1.120  3.491  0.225
H  -4.252  -0.549  1.925  0.204
H  -6.003  -1.825  3.132  0.210
H  -4.889  -3.191  3.315  0.218
H  -5.931  -2.076  0.670  0.188

The calculation puts the gap between HOMO and LUMO at 9.1635 eV. The SMILES is CC1CCN(S(=O)(=O)N2CCC(C(=O)N3CCC(N(C)C[C@@H]4CCCO4)CC3)CC2)CC1. Its net charge is 0. The highest occupied orbital energy comes out at -8.49 eV.